Entry 1:
{
  "formula": "C22H27AlClF7NO6PS",
  "method": "ωB97M-V/def2-TZVPD",
  "elements": ["C", "O", "C", "C", "C", "C", "C", "C", "C", "Cl", "C", "C", "O", "O", "C", "C", "C", "C", "C", "C", "C", "C", "C", "C", "C", "O", "C", "F", "F", "F", "N", "P", "O", "O", "S", "H", "H", "H", "H", "H", "H", "H", "H", "H", "H", "H", "H", "H", "H", "H", "H", "H", "H", "H", "H", "H", "H", "H", "H", "H", "H", "H", "F", "Al", "F", "F", "F"],
  "positions_angstrom": [[-1.056, 1.087, -5.158], [-0.633, -0.247, -5.385], [-0.064, -0.811, -4.232], [0.659, -2.106, -4.559], [0.718, -3.054, -3.339], [2.110, -3.118, -2.681], [2.124, -2.885, -1.139], [1.215, -1.769, -0.723], [1.560, -0.471, -1.095], [3.031, -0.151, -1.932], [0.747, 0.613, -0.820], [1.203, 1.958, -1.336], [0.723, 2.392, -2.322], [2.160, 2.584, -0.670], [-0.446, 0.413, -0.116], [-1.270, 1.638, 0.214], [-0.484, 2.717, 0.948], [-0.360, 3.962, 0.316], [0.358, 5.006, 0.873], [0.990, 4.813, 2.096], [0.861, 3.587, 2.742], [0.140, 2.533, 2.186], [0.088, 1.242, 2.960], [-0.797, -0.882, 0.245], [-2.163, -1.073, 0.911], [-2.195, -0.731, 2.284], [-2.342, -1.698, 3.221], [-3.292, -2.579, 2.910], [-1.198, -2.350, 3.433], [-2.682, -1.107, 4.347], [0.050, -1.949, -0.029], [-0.255, -3.621, 0.467], [-0.229, -4.456, -0.882], [-1.720, -3.791, 1.036], [1.032, -4.152, 1.790], [-0.276, 1.796, -5.438], [-1.930, 1.282, -5.770], [-1.318, 1.261, -4.113], [0.607, -0.114, -3.712], [-0.875, -1.038, -3.523], [1.650, -1.943, -4.977], [0.080, -2.603, -5.335], [0.475, -4.042, -3.719], [-0.084, -2.799, -2.652], [2.811, -2.475, -3.195], [2.487, -4.130, -2.801], [1.948, -3.830, -0.654], [3.138, -2.591, -0.881], [2.412, 2.062, 0.106], [-1.584, 2.117, -0.711], [-2.156, 1.420, 0.800], [-0.840, 4.082, -0.647], [0.466, 5.956, 0.374], [1.571, 5.610, 2.531], [1.362, 3.473, 3.694], [-0.936, 1.074, 3.272], [0.478, 0.383, 2.412], [0.634, 1.375, 3.886], [-2.663, -1.998, 0.656], [-2.783, -0.322, 0.437], [-0.720, -5.275, -0.707], [-1.670, -4.491, 1.710], [-0.698, 4.191, 7.371], [-0.175, 2.846, 6.499], [1.417, 3.093, 5.941], [-1.171, 2.631, 5.131], [-0.239, 1.453, 7.452]],
  "total_energy_ev": -95301.7655,
  "fmax_ha_per_bohr": 0.067,
  "molar_mass_g_mol": 659.92
}

---

Entry 2:
{
  "formula": "C22H27BClF16N2O8P",
  "method": "ωB97M-V/def2-TZVPD",
  "elements": ["C", "C", "C", "C", "N", "B", "O", "O", "C", "C", "C", "C", "N", "C", "O", "C", "O", "C", "C", "O", "P", "O", "Cl", "H", "H", "H", "H", "H", "H", "H", "H", "H", "H", "H", "H", "H", "H", "H", "H", "H", "H", "H", "C", "C", "C", "F", "F", "F", "F", "O", "C", "C", "F", "F", "F", "F", "H", "H", "H", "H", "C", "C", "C", "F", "F", "F", "F", "O", "C", "C", "F", "F", "F", "F", "H", "H", "H", "H"],
  "positions_angstrom": [[-2.150, 2.251, -1.091], [-2.866, 1.498, -0.271], [-3.867, 0.440, -0.736], [-4.393, -0.260, 0.436], [-4.794, -0.825, 1.354], [-2.949, -0.635, -1.518], [-3.278, -0.958, -2.806], [-1.877, -1.195, -0.873], [-2.103, -2.592, -0.554], [-1.862, -2.863, 0.911], [-5.096, 0.940, -1.580], [-4.646, 1.575, -2.812], [-4.315, 2.081, -3.789], [-5.982, -0.301, -1.943], [-7.326, -0.102, -1.534], [-8.236, 0.167, -2.599], [-9.418, 0.623, -2.064], [-10.228, -0.396, -1.474], [-11.100, 0.237, -0.393], [-12.462, -0.172, -0.474], [-6.378, 2.223, -0.873], [-6.594, 1.675, 0.639], [-5.142, 3.802, -0.389], [-2.154, 2.133, -2.168], [-1.538, 3.054, -0.702], [-2.720, 1.584, 0.798], [-2.523, -1.037, -3.401], [-1.483, -3.233, -1.181], [-3.149, -2.842, -0.775], [-2.089, -3.908, 1.128], [-2.520, -2.255, 1.531], [-0.835, -2.638, 1.199], [-5.919, -0.512, -3.010], [-5.628, -1.178, -1.401], [-7.842, 0.957, -3.242], [-8.388, -0.757, -3.175], [-9.589, -1.177, -1.056], [-10.881, -0.825, -2.241], [-11.094, 1.315, -0.538], [-10.710, 0.004, 0.601], [-12.507, -1.124, -0.331], [-6.749, 0.719, 0.665], [4.505, 0.553, 2.325], [3.915, 0.129, 3.676], [4.035, -1.346, 4.074], [3.351, -2.132, 3.218], [3.508, -1.504, 5.308], [2.634, 0.528, 3.786], [4.644, 0.800, 4.621], [3.591, 0.694, 1.254], [3.251, -0.340, 0.437], [1.742, -0.614, 0.477], [1.355, -0.939, 1.728], [1.448, -1.653, -0.336], [3.953, -1.459, 0.694], [3.530, 0.030, -0.836], [4.877, 1.562, 2.493], [5.359, -0.064, 2.055], [5.084, -1.653, 4.095], [1.186, 0.266, 0.148], [9.960, -0.237, 1.209], [8.450, 0.001, 1.105], [7.739, -0.430, -0.182], [8.190, 0.261, -1.243], [6.418, -0.170, -0.032], [8.149, 1.284, 1.386], [7.882, -0.780, 2.083], [10.796, 0.871, 0.955], [11.256, 1.166, -0.298], [10.819, 2.571, -0.744], [9.475, 2.655, -0.769], [11.287, 2.793, -1.991], [10.908, 0.234, -1.202], [12.607, 1.192, -0.241], [10.128, -0.465, 2.261], [10.257, -1.116, 0.635], [7.869, -1.501, -0.358], [11.221, 3.320, -0.060]],
  "total_energy_ev": -108580.3872,
  "fmax_ha_per_bohr": 0.013,
  "molar_mass_g_mol": 828.67
}

---

Entry 3:
{
  "formula": "C22H27BN9OPd",
  "method": "ωB97M-V/def2-TZVPD",
  "elements": ["Pd", "C", "C", "C", "C", "N", "N", "B", "N", "C", "C", "C", "C", "N", "N", "C", "C", "C", "C", "N", "N", "C", "C", "C", "C", "N", "H", "H", "H", "H", "H", "H", "H", "H", "H", "H", "H", "H", "H", "H", "H", "H", "H", "H", "H", "H", "O", "C", "C", "C", "C", "C", "C", "N", "H", "H", "H", "H", "H", "H", "H"],
  "positions_angstrom": [[-0.774, -0.251, -1.296], [-3.768, 1.077, 0.259], [-2.586, 0.791, 1.118], [-2.370, 1.048, 2.475], [-1.122, 0.525, 2.761], [-0.603, -0.008, 1.640], [-1.516, 0.136, 0.665], [0.606, -0.983, 1.482], [1.625, -0.501, 0.404], [2.962, -0.379, 0.494], [3.490, -0.249, -0.777], [2.399, -0.312, -1.648], [2.349, -0.276, -3.136], [1.308, -0.488, -0.902], [-0.009, -2.277, 0.891], [-0.098, -3.568, 1.246], [-0.791, -4.263, 0.273], [-1.122, -3.319, -0.698], [-1.865, -3.446, -1.986], [-0.639, -2.144, -0.297], [1.326, -1.037, 2.802], [1.610, -2.016, 3.705], [2.306, -1.444, 4.731], [2.419, -0.069, 4.386], [3.089, 1.003, 5.166], [1.824, 0.151, 3.225], [-4.684, 0.935, 0.829], [-3.784, 0.406, -0.601], [-3.756, 2.109, -0.095], [-3.048, 1.541, 3.149], [-0.588, 0.498, 3.694], [3.464, -0.399, 1.446], [4.523, -0.134, -1.053], [3.203, -0.809, -3.548], [2.391, 0.750, -3.506], [1.435, -0.749, -3.497], [0.323, -3.951, 2.156], [-1.026, -5.313, 0.270], [-2.181, -4.473, -2.147], [-1.227, -3.150, -2.821], [-2.754, -2.812, -1.973], [1.308, -3.038, 3.570], [2.690, -1.923, 5.615], [3.510, 0.603, 6.084], [2.389, 1.801, 5.415], [3.885, 1.470, 4.584], [0.222, 2.176, -0.466], [-0.061, 3.201, -1.385], [-0.836, 2.675, -2.571], [-1.187, 3.583, -3.564], [-1.895, 3.152, -4.668], [-2.246, 1.811, -4.767], [-1.871, 0.963, -3.754], [-1.180, 1.381, -2.676], [0.716, 2.539, 0.279], [0.862, 3.655, -1.758], [-0.656, 3.991, -0.915], [-0.898, 4.619, -3.456], [-2.174, 3.848, -5.448], [-2.800, 1.435, -5.615], [-2.124, -0.091, -3.790]],
  "total_charge": 2,
  "multiplicity": 2,
  "total_energy_ev": -42852.4623,
  "relative_energy_kcal_mol": 5.1,
  "s2": 0.76,
  "fmax_ha_per_bohr": 0.056,
  "molar_mass_g_mol": 550.75
}

---

- What is the formula in the second record?
  C22H27BClF16N2O8P